No. 1
DFT (the ωB97M-V functional and the def2-TZVPD basis) results for a structure of composition C11H25AsN5OPd.

Properties
HOMO-LUMO gap (spin up / spin down) ... 9.183 / 5.494 eV
Max |F| ... 0.367 eV/Å
E_HOMO (spin up / spin down) ... -11.509 / -11.405 eV
Spin multiplicity ... 3
Energy above the lowest of the compared OMol25 structures with the same formula, charge and spin ... 0.000 eV
LUMO energy (spin up / spin down) ... -2.33 / -5.91 eV
Net charge ... +1

XYZ file:
```
44
C11H25AsN5OPd (the ωB97M-V functional and the def2-TZVPD basis)
Pd 0.044 -0.038 -0.331
C 3.042 -0.467 -0.885
N 2.225 0.331 0.043
C 2.541 -0.068 1.427
C 2.469 1.772 -0.163
C 1.344 2.599 0.432
N 0.040 2.162 -0.101
C -0.193 2.671 -1.465
C -1.062 2.584 0.783
H 4.107 -0.268 -0.731
H 2.783 -0.220 -1.914
H 2.839 -1.520 -0.708
H 3.606 0.082 1.631
H 2.282 -1.116 1.555
H 1.961 0.521 2.137
H 2.545 1.949 -1.237
H 3.427 2.067 0.278
H 1.501 3.662 0.223
H 1.315 2.485 1.515
H -0.190 3.765 -1.469
H -1.157 2.312 -1.818
H 0.584 2.319 -2.144
H -1.078 3.673 0.884
H -0.932 2.138 1.768
H -2.006 2.245 0.362
N -1.934 -0.262 -0.885
C -3.004 -0.647 -0.584
N -4.187 -1.043 -0.376
C -4.538 -1.373 0.861
N -4.875 -1.693 1.919
C 0.748 -4.742 1.372
As -0.231 -3.595 0.192
C -0.068 -4.256 -1.599
C -2.073 -3.665 0.699
O 0.465 -2.068 0.281
H 0.326 -5.745 1.333
H 0.670 -4.353 2.386
H 1.793 -4.771 1.071
H -0.499 -5.254 -1.665
H 0.984 -4.292 -1.875
H -0.601 -3.584 -2.270
H -2.391 -4.706 0.735
H -2.676 -3.137 -0.036
H -2.209 -3.214 1.681
```

---

No. 2
DFT (the ωB97M-V functional and the def2-TZVPD basis) results for a cluster of 9 separate species, C32H41N5O12 in total.

Properties
HOMO-LUMO gap ... 8.146 eV
Max |F| ... 3.894 eV/Å
E_HOMO ... -8.169 eV
LUMO energy ... -0.02 eV
Net charge ... 0

XYZ file:
```
90
C32H41N5O12 (the ωB97M-V functional and the def2-TZVPD basis)
C -10.076 -14.032 -9.234
C -9.709 -14.662 -10.452
C -8.361 -14.409 -10.618
N -7.948 -13.659 -9.596
C -8.975 -13.403 -8.713
H -11.060 -14.055 -8.812
H -10.458 -15.094 -11.064
H -7.689 -14.658 -11.411
H -7.007 -13.325 -9.529
H -8.819 -12.677 -7.935
C -17.958 -13.225 -6.831
C -18.135 -13.269 -8.261
C -17.482 -12.198 -8.718
N -16.848 -11.535 -7.695
C -17.110 -12.179 -6.537
H -18.352 -13.874 -6.090
H -18.708 -13.958 -8.864
H -17.171 -11.979 -9.732
H -16.259 -10.712 -7.778
H -16.608 -11.860 -5.671
C -17.675 -18.005 -4.691
C -16.695 -18.304 -3.713
C -15.493 -17.755 -4.153
N -15.747 -17.102 -5.352
C -17.043 -17.306 -5.685
H -18.794 -18.290 -4.625
H -16.825 -18.587 -2.668
H -14.672 -17.610 -3.523
H -15.045 -16.492 -5.802
H -17.477 -16.838 -6.524
C -16.725 -14.463 -3.618
C -15.508 -14.011 -3.056
C -15.643 -12.611 -2.713
N -16.901 -12.253 -3.078
C -17.553 -13.356 -3.654
H -16.950 -15.412 -4.099
H -14.679 -14.722 -2.779
H -15.050 -11.956 -2.169
H -17.324 -11.354 -3.054
H -18.548 -13.235 -3.884
C -13.355 -15.902 -8.088
C -12.896 -15.504 -6.779
C -13.880 -14.594 -6.285
N -14.901 -14.613 -7.222
C -14.581 -15.361 -8.303
H -12.887 -16.537 -8.778
H -11.977 -15.845 -6.260
H -14.012 -14.073 -5.317
H -15.798 -14.196 -6.970
H -15.098 -15.132 -9.215
O -8.884 -12.829 -5.492
C -9.194 -13.914 -5.153
O -10.411 -14.211 -4.677
C -10.385 -15.492 -4.013
C -9.261 -16.101 -4.787
O -8.415 -15.017 -5.207
H -10.130 -15.379 -2.984
H -11.350 -16.048 -4.145
H -9.636 -16.681 -5.647
H -8.611 -16.806 -4.256
O -10.988 -18.613 -4.702
C -11.217 -19.075 -5.799
O -10.536 -18.773 -6.919
C -11.145 -19.428 -8.070
C -12.218 -20.290 -7.386
O -12.241 -19.869 -5.979
H -11.654 -18.678 -8.689
H -10.396 -19.927 -8.654
H -11.983 -21.322 -7.371
H -13.189 -20.160 -7.778
O -14.554 -9.614 -7.296
C -13.644 -10.304 -7.600
O -13.258 -10.643 -8.861
C -12.062 -11.426 -8.785
C -11.588 -11.374 -7.378
O -12.734 -10.717 -6.676
H -12.368 -12.482 -8.923
H -11.366 -11.178 -9.536
H -10.680 -10.734 -7.220
H -11.353 -12.399 -6.980
O -17.214 -17.160 -14.838
C -16.729 -17.016 -13.748
O -17.301 -17.322 -12.551
C -16.424 -17.164 -11.484
C -15.047 -17.118 -12.208
O -15.401 -16.743 -13.566
H -16.679 -16.269 -10.922
H -16.529 -18.020 -10.899
H -14.753 -18.182 -12.243
H -14.303 -16.471 -11.738
```

---

No. 3
DFT (the ωB97M-V functional and the def2-TZVPD basis) results for a cluster of 2 separate species, C4H8ClN2O4S in total.

Properties
HOMO-LUMO gap ... 7.184 eV
Max |F| ... 3.440 eV/Å
E_HOMO ... -4.344 eV
Energy above the lowest of the compared OMol25 structures with the same formula, charge and spin ... 0.188 eV
LUMO energy ... 2.84 eV
Net charge ... -1

XYZ file:
```
20
C4H8ClN2O4S (the ωB97M-V functional and the def2-TZVPD basis)
C -1.733 -1.187 0.427
C -0.450 -0.464 0.454
C -0.507 0.464 -0.825
C -1.624 1.424 -0.953
N -2.554 1.344 -1.745
N 3.980 -0.401 1.107
O -2.760 -0.514 0.971
O -1.963 -2.241 -0.147
O 2.419 0.562 -0.715
O 2.075 -1.767 -0.097
S 3.072 -0.745 -0.484
Cl -1.494 2.647 0.506
H -0.392 0.254 1.364
H 0.394 -1.097 0.177
H 0.414 1.008 -0.956
H -0.381 -0.320 -1.726
H -2.525 0.354 1.355
H -3.229 2.004 -1.847
H 3.305 0.023 1.747
H 3.953 -1.347 1.385
```

---

No. 4
DFT (the ωB97M-V functional and the def2-TZVPD basis) results for a structure of composition C30H27Cl2N6O3PtS.

Properties
HOMO-LUMO gap (spin up / spin down) ... 5.283 / 5.519 eV
Max |F| ... 0.179 eV/Å
E_HOMO (spin up / spin down) ... -3.037 / -4.822 eV
Spin multiplicity ... 5
Energy above the lowest of the compared OMol25 structures with the same formula, charge and spin ... 0.254 eV
LUMO energy (spin up / spin down) ... 2.25 / 0.70 eV
Net charge ... -1

XYZ file:
```
70
C30H27Cl2N6O3PtS (the ωB97M-V functional and the def2-TZVPD basis)
Pt -0.952 0.537 0.472
Cl -4.890 5.873 -1.190
C -3.530 4.795 -1.089
C -3.613 3.701 -0.243
C -2.547 2.817 -0.142
N -2.535 1.670 0.661
C -3.649 1.119 1.215
O -4.734 1.653 1.349
C -3.455 -0.334 1.742
C -4.079 -0.450 3.097
C -3.520 -1.221 4.065
C -2.252 -1.778 3.839
C -1.514 -1.381 2.702
N -1.996 -0.625 1.763
C -1.370 3.032 -0.891
C -1.314 4.130 -1.743
C -2.385 5.005 -1.835
Cl -2.249 6.362 -2.916
N -0.312 2.128 -0.640
C 0.893 2.315 -1.223
O 1.113 2.959 -2.246
C 2.132 1.787 -0.532
C 3.182 1.335 -1.328
C 4.389 1.036 -0.729
C 4.519 1.238 0.639
C 3.420 1.701 1.340
N 2.237 1.956 0.782
H -4.508 3.525 0.330
H -5.044 0.026 3.191
H -4.039 -1.404 4.997
H -1.774 -2.422 4.564
H -0.469 -1.645 2.631
H -0.441 4.304 -2.347
H 3.034 1.247 -2.394
H 5.219 0.665 -1.316
H 5.451 1.042 1.153
H 3.485 1.878 2.409
O -3.496 -0.363 -1.341
S -3.959 -1.569 -0.567
N -4.187 -1.329 1.004
C -0.476 -0.080 -3.082
C 0.128 -1.466 -2.853
C -0.931 -2.441 -2.328
C 1.376 -1.557 -1.997
C 2.552 -1.958 -2.606
C 3.690 -2.290 -1.882
C 3.630 -2.327 -0.491
C 2.506 -1.921 0.193
C 2.394 -2.253 1.667
C 2.152 -1.079 2.618
C 1.361 -3.380 1.821
C 1.395 -1.373 -0.561
N 0.450 -0.710 0.059
H -1.162 -0.138 -3.930
H 0.283 0.670 -3.310
H -1.067 0.250 -2.231
H 0.454 -1.831 -3.833
H -1.288 -2.138 -1.344
H -0.533 -3.458 -2.262
H -1.799 -2.443 -2.988
H 2.564 -2.045 -3.686
H 4.593 -2.593 -2.397
H 4.474 -2.707 0.073
H 3.362 -2.683 1.945
H 1.338 -0.432 2.299
H 3.047 -0.464 2.685
H 1.930 -1.456 3.620
H 0.393 -3.100 1.404
H 1.226 -3.640 2.873
H 1.696 -4.272 1.289
```

---

No. 5
DFT (the ωB97M-V functional and the def2-TZVPD basis) results for a cluster of 2 separate species, C4H15N2O in total.

Properties
HOMO-LUMO gap ... 8.458 eV
Max |F| ... 1.945 eV/Å
E_HOMO ... -11.723 eV
Energy above the lowest of the compared OMol25 structures with the same formula, charge and spin ... 1.195 eV
LUMO energy ... -3.26 eV
Net charge ... +1

XYZ file:
```
22
C4H15N2O (the ωB97M-V functional and the def2-TZVPD basis)
C 0.611 1.346 -0.622
C -0.185 0.164 -1.145
C -0.207 -1.009 -0.156
C 1.134 -1.717 0.068
N 1.294 -2.929 -0.726
N 0.174 1.820 0.716
H 1.685 1.164 -0.658
H 0.565 2.223 -1.275
H 0.293 -0.190 -2.041
H -1.155 0.487 -1.378
H -0.687 -0.713 0.780
H -0.916 -1.719 -0.543
H 1.162 -2.037 1.109
H 1.981 -1.098 -0.203
H 1.220 -3.814 -0.269
H 1.559 -2.873 -1.685
H 0.225 1.200 1.528
H -0.814 2.107 0.673
H 0.740 2.609 0.997
H -3.065 1.094 1.067
H -3.089 2.254 2.110
O -2.526 1.631 1.654
```

---

No. 6
DFT (the ωB97M-V functional and the def2-TZVPD basis) results for a cluster of 13 separate species, C5H33N3O12 in total.

Properties
HOMO-LUMO gap ... 8.548 eV
Max |F| ... 5.382 eV/Å
E_HOMO ... -8.588 eV
Energy above the lowest of the compared OMol25 structures with the same formula, charge and spin ... 0.992 eV
LUMO energy ... -0.04 eV
Net charge ... 0

XYZ file:
```
53
C5H33N3O12 (the ωB97M-V functional and the def2-TZVPD basis)
C 2.446 -2.714 0.928
C 1.500 -2.400 2.070
C 1.778 -1.054 2.635
C 2.824 -0.462 3.222
N 2.731 0.899 3.048
C 1.550 1.191 2.514
N 0.887 -0.059 2.367
N 2.279 -1.721 -0.201
H 2.268 -3.677 0.554
H 3.427 -2.426 1.267
H 0.421 -2.484 1.772
H 1.657 -3.291 2.866
H 3.729 -0.909 3.666
H 1.250 2.181 2.196
H 0.052 -0.020 1.853
H 2.153 -0.801 0.104
H 3.107 -1.722 -0.730
H 2.478 -2.239 -4.779
H 1.171 -1.748 -5.342
O 1.818 -1.571 -4.609
H -0.289 0.522 -2.728
H 0.832 -0.627 -3.225
O 0.405 -0.046 -2.438
H -1.710 -2.033 -5.003
H -0.668 -2.269 -4.007
O -1.062 -2.669 -4.692
H -5.260 0.645 -1.052
H -4.230 1.203 0.146
O -4.391 0.623 -0.549
H -2.948 0.532 -1.890
H -1.949 1.372 -2.703
O -2.887 1.188 -2.658
H -1.873 5.207 -0.244
H -0.449 5.698 0.218
O -0.999 5.368 -0.555
H -1.256 1.502 1.321
H -0.739 1.781 -0.013
O -1.005 1.134 0.556
H 1.918 3.374 1.186
H 1.749 4.546 0.143
O 1.229 3.963 0.766
H -0.021 -1.703 4.883
H -1.159 -2.671 4.266
O -0.730 -1.868 4.270
H -0.478 4.147 -1.743
H -1.413 3.415 -2.699
O -0.611 3.387 -2.207
H 0.033 -1.902 -0.135
H -1.098 -0.670 -0.125
O -0.899 -1.717 -0.090
H -2.390 -2.884 0.999
H -2.809 -2.176 -0.300
O -3.039 -2.926 0.278
```